Formula: C7H10
Source: the Open Molecules 2025 dataset
Level of theory: wB97M-V/def2-TZVPD

```
17
Properties=species:S:1:pos:R:3:forces:R:3
C -1.689309 0.441934 1.148060 -0.056 -0.086 0.301
C -0.764056 1.384516 0.900909 -2.455 -1.444 1.388
C -1.062020 -0.445491 0.066273 -0.195 -1.657 -1.393
C -0.129042 0.476177 -0.096039 0.732 -0.647 -1.655
C -1.532431 -1.732272 -0.600276 0.011 0.689 0.195
C 2.294804 0.428407 0.179945 -1.924 0.064 0.011
C 1.116152 0.605958 -0.823168 1.474 -3.293 -1.159
H -2.456514 0.120463 1.831948 -0.281 0.812 0.273
H -0.710866 2.342150 1.265934 0.696 2.076 0.740
H -1.546281 -2.543028 0.131639 -0.329 -0.004 0.005
H -0.916725 -2.090719 -1.424625 0.366 0.333 0.065
H -2.541782 -1.598728 -1.053238 0.440 -0.062 0.607
H 3.206713 0.830039 -0.162557 1.193 0.105 -0.570
H 2.351794 -0.580636 0.569296 0.237 -0.215 -0.209
H 1.974375 1.039926 0.999701 0.208 0.423 0.898
H 1.169029 -0.219033 -1.649570 -0.080 1.474 1.294
H 1.236157 1.540343 -1.284237 -0.037 1.432 -0.790
```
Positions in Å, forces in eV/Å.

## Properties
Max |F|, hartree/bohr: 0.074
Kohn-Sham gap, eV: 7.7
Relative energy (zero: lowest compared OMol25 entry of this formula, charge and spin), kJ/mol: 392.1
E_LUMO, eV: 0.718